61
Properties=species:S:1:pos:R:3:forces:R:3 method="wB97M-V/def2-TZVPD" e_above_lowest_kj_mol=0.00 total_charge=0 e_lumo_ev=-0.2029 mol_weight_g_mol=590.74
Li -2.049 -1.458 -2.579 -0.0686 -0.0802 -0.0268
F -0.717 -2.794 3.160 -0.0048 0.0272 0.0107
C 0.016 -2.206 2.179 -0.0119 0.0081 0.0160
C -0.183 -2.638 0.905 0.0207 -0.0075 -0.0165
C 0.560 -2.109 -0.149 -0.0066 -0.0238 -0.0189
C 0.074 -2.280 -1.516 -0.0546 -0.0647 0.0538
O -1.003 -2.868 -1.719 0.0463 0.0720 -0.0188
C 0.862 -1.635 -2.529 0.0224 0.0213 0.0133
C 1.994 -0.982 -2.173 0.0017 -0.0202 0.0064
N 2.404 -0.779 -0.887 -0.0092 0.0517 -0.0379
C 3.459 0.175 -0.642 0.0234 -0.0289 -0.0109
C 4.760 -0.036 -1.346 -0.0156 0.0029 0.0228
C 4.662 -0.274 0.133 0.0010 0.0068 -0.0088
C 1.605 -1.232 0.143 -0.0123 -0.0219 0.0301
C 1.734 -0.732 1.446 0.0208 0.0186 -0.0056
C 0.888 -1.132 2.472 0.0118 -0.0024 0.0288
N 0.878 -0.420 3.698 -0.0300 -0.0317 -0.0326
C -0.330 -0.465 4.522 -0.0026 0.0147 -0.0091
C -1.481 0.369 3.902 -0.0042 -0.0081 -0.0129
N -1.062 0.973 2.606 -0.0174 0.0429 -0.0055
C 0.227 1.732 2.664 -0.0331 -0.0158 -0.0007
C 1.230 0.993 3.574 0.0055 0.0351 0.0135
C 0.347 -1.445 -3.949 -0.0407 0.0135 -0.0359
O 1.129 -1.545 -4.887 0.0061 0.0075 0.0002
O -0.884 -1.116 -3.980 0.0423 0.0110 0.0138
H -0.965 -3.354 0.687 -0.0019 -0.0039 0.0056
H 2.607 -0.518 -2.935 -0.0009 0.0062 -0.0001
H 3.119 1.199 -0.526 -0.0158 0.0127 0.0031
H 5.274 0.846 -1.698 0.0035 -0.0053 -0.0091
H 4.843 -0.906 -1.983 0.0070 0.0051 -0.0062
H 5.122 0.437 0.805 0.0010 -0.0054 0.0062
H 4.668 -1.302 0.470 0.0012 0.0017 0.0052
H 2.467 0.039 1.621 -0.0002 -0.0131 0.0060
H -0.066 -0.041 5.490 0.0186 -0.0030 0.0012
H -0.647 -1.482 4.693 0.0030 -0.0101 -0.0010
H -1.778 1.193 4.551 0.0004 -0.0130 0.0008
H -2.364 -0.233 3.695 0.0079 -0.0285 -0.0149
H -1.820 1.598 2.270 0.0146 0.0074 -0.0124
H -1.033 0.259 1.852 -0.0146 0.0241 0.0058
H 0.009 2.733 3.035 -0.0022 0.0019 -0.0078
H 0.580 1.815 1.638 0.0037 -0.0025 -0.0008
H 1.206 1.411 4.580 0.0076 0.0004 -0.0014
H 2.243 1.138 3.209 -0.0083 -0.0097 -0.0109
C -2.860 -2.244 -6.006 0.0189 -0.0207 -0.0337
C -3.423 -2.121 -4.672 -0.0645 0.0656 -0.0226
N -3.852 -1.994 -3.614 0.0432 -0.0160 0.0233
H -3.521 -1.773 -6.732 -0.0116 -0.0096 0.0028
H -2.730 -3.295 -6.255 0.0105 0.0099 -0.0097
H -1.890 -1.744 -5.991 0.0059 -0.0276 0.0299
C -4.421 2.885 0.199 -0.0085 -0.0127 -0.0092
S -2.964 3.247 1.204 0.0164 0.0084 0.0500
C -1.640 2.879 0.112 -0.0100 -0.0583 0.0033
C -1.374 1.669 -0.454 0.0123 0.1215 0.0091
S -2.223 0.179 -0.278 0.0176 -0.0675 0.0269
S 0.103 1.665 -1.406 0.0284 0.0109 0.0498
C 0.675 3.256 -1.034 0.0652 -0.0234 -0.0801
S 2.142 3.831 -1.508 -0.0302 -0.0196 0.0225
S -0.476 4.166 -0.132 -0.0189 0.0461 0.0070
H -5.284 3.036 0.845 0.0022 0.0016 0.0000
H -4.383 1.855 -0.146 0.0028 -0.0007 -0.0043
H -4.463 3.577 -0.638 0.0051 -0.0009 -0.0028